1.
Molecular formula: C26H31ClN2O8Ta
Method: DFT, the ωB97M-V functional and the def2-TZVPD basis

```
! wB97M-V def2-TZVPD RIJCOSX def2/J DEFGRID3
* xyz 1 1
Ta 0.3741 0.2194 0.5481
O -4.1742 -1.4211 1.3484
C -2.9515 -1.7439 1.7742
O -2.5585 -1.6229 2.8990
C -2.1416 -2.4134 0.6975
C -2.7190 -3.5021 0.0633
C -1.9389 -4.3246 -0.7385
C -0.5974 -4.0251 -0.8684
C -0.1242 -2.8823 -0.2462
N -0.8590 -2.0609 0.5065
C 1.3168 -2.4859 -0.4098
O 2.1350 -3.1787 -0.9386
O 1.5670 -1.3068 0.1481
H -4.6812 -1.0883 2.1066
H -3.7654 -3.7091 0.2349
H -2.3691 -5.1868 -1.2298
H 0.0930 -4.6240 -1.4448
C 1.6721 2.0603 1.5941
C 0.5224 1.8975 2.4148
C 0.5528 0.5900 2.9883
C 1.7174 -0.0620 2.5352
C 2.4294 0.8440 1.6708
C 3.8244 0.5884 1.1904
C 2.1869 -1.4258 2.9361
C -0.3850 0.1055 4.0414
C -0.4319 2.9690 2.8313
C 2.0930 3.3832 1.0351
H 4.2713 1.4835 0.7632
H 3.8600 -0.2181 0.4568
H 4.4345 0.2959 2.0473
H 2.5706 -1.3978 3.9580
H 2.9827 -1.7727 2.2813
H 1.3718 -2.1494 2.9117
H -0.1757 0.6594 4.9604
H -0.2639 -0.9554 4.2427
H -1.4230 0.2823 3.7750
H -0.0001 3.4721 3.7020
H -1.3922 2.5597 3.1340
H -0.6001 3.7171 2.0619
H 2.3640 3.3586 -0.0149
H 2.9535 3.7439 1.6030
H 1.2930 4.1102 1.1497
C -2.7154 -1.1254 -3.3143
N -1.6080 -0.1912 -3.3403
C -2.0164 1.1865 -3.5769
C -0.6151 -0.4473 -2.3537
C 0.6374 0.3779 -2.4863
C 1.1843 0.5365 -3.7574
C 2.3867 1.1917 -3.9295
C 3.0592 1.6709 -2.8168
C 2.5168 1.5040 -1.5550
C 1.2835 0.8780 -1.3438
H -3.3284 -0.9812 -4.2031
H -3.3593 -1.0041 -2.4313
H -2.3296 -2.1473 -3.3307
H -2.4546 1.2514 -4.5732
H -1.1502 1.8439 -3.5455
H -2.7563 1.5469 -2.8570
H -0.3563 -1.5101 -2.4267
H -1.0085 -0.3444 -1.2921
H 0.6460 0.1342 -4.6060
H 2.8035 1.3130 -4.9205
H 4.0144 2.1681 -2.9263
H 3.0942 1.8665 -0.7249
O -2.7932 2.6034 1.0538
Cl -2.2645 1.5470 0.2916
O -3.2073 0.9373 -0.5691
O -1.7059 0.4914 1.2158
O -0.9906 1.9198 -0.4007
*
```

Computed properties:
HOMO-LUMO gap	7.38	eV
DFT total energy	-2237.6114	hartree
HOMO energy	-11.2	eV
energy relative to the best compared isomer or geometry (same formula, charge and spin)	15.8	kcal/mol

---

2.
Molecular formula: C26H31GaN4O3
Method: DFT, the ωB97M-V functional and the def2-TZVPD basis

```
! wB97M-V def2-TZVPD RIJCOSX def2/J DEFGRID3
* xyz 0 1
Ga -0.3426 -0.8012 0.7853
O -3.3418 -2.1299 3.1217
C -2.2833 -1.7741 2.6184
N -1.9896 -1.6742 1.3146
C -3.0396 -1.9901 0.3641
C -3.4237 -0.7543 -0.4075
C -4.7181 -0.4920 -0.8364
C -4.9563 0.6742 -1.5443
C -3.8914 1.5195 -1.8259
C -2.6335 1.1722 -1.3659
N -2.4130 0.0711 -0.6541
C -1.0993 -1.4493 3.4955
C -1.1390 -1.6836 4.8594
C -0.0041 -1.4302 5.6093
C 1.1446 -0.9918 4.9612
C 1.0968 -0.7749 3.5985
N -0.0152 -0.9672 2.8916
H -3.8944 -2.4125 0.8887
H -2.6587 -2.7314 -0.3478
H -5.5148 -1.1856 -0.6026
H -5.9582 0.9250 -1.8674
H -4.0354 2.4325 -2.3867
H -1.7637 1.7867 -1.5684
H -2.0532 -2.0669 5.2892
H -0.0089 -1.5803 6.6805
H 2.0628 -0.8225 5.5052
H 1.9669 -0.4422 3.0455
C 3.0350 -2.1529 -0.2519
C 1.8824 -2.9006 0.3949
O 1.9842 -4.0521 0.7528
O 0.7724 -2.2119 0.5108
H 3.9742 -2.4890 0.1812
H 2.9086 -1.0764 -0.1379
H 3.0414 -2.3823 -1.3186
C 3.3640 2.0460 -3.7941
C 2.3470 1.1233 -3.1729
C 1.8970 0.0029 -3.8529
C 0.9673 -0.8426 -3.2562
C 0.4451 -2.0563 -3.9778
C 0.5076 -0.5435 -1.9886
C 0.9413 0.5757 -1.2476
C 1.8727 1.4031 -1.8954
N 0.4587 0.7776 0.0490
C 0.6198 2.0751 0.7290
C -0.2746 2.1017 1.9754
C 2.0696 2.2891 1.2060
C 0.1480 3.2516 -0.1522
H 3.6159 1.7261 -4.8040
H 4.2801 2.0631 -3.2008
H 2.9835 3.0681 -3.8376
H 2.2638 -0.2174 -4.8488
H 0.9038 -2.1506 -4.9609
H -0.6370 -1.9894 -4.1080
H 0.6512 -2.9670 -3.4123
H -0.2422 -1.1987 -1.5606
H 2.2674 2.2862 -1.4166
H 0.1748 1.5492 2.7945
H -1.2545 1.6716 1.7442
H -0.4199 3.1298 2.3068
H 2.4067 1.4068 1.7533
H 2.1197 3.1548 1.8699
H 2.7596 2.4508 0.3821
H -0.9356 3.3538 -0.0721
H 0.4045 3.1171 -1.1994
H 0.6030 4.1806 0.1955
*
```

Computed properties:
HOMO-LUMO gap	7.29	eV
DFT total energy	-3379.0089	hartree
HOMO energy	-7.5	eV

---

3.
Molecular formula: C26H31IO6S3
Method: DFT, the ωB97M-V functional and the def2-TZVPD basis

```
! wB97M-V def2-TZVPD RIJCOSX def2/J DEFGRID3
* xyz 0 1
C 5.8484 -0.6442 0.4171
C 5.7025 0.7283 -0.3748
S 6.3133 0.6711 -2.1075
C 4.9193 0.0859 -3.1902
C 4.5261 -1.3442 -2.6558
C 5.5211 -2.4382 -2.7587
C 5.1513 -3.7490 -2.2651
C 6.1581 -4.9566 -2.3758
C 3.8367 -4.0538 -1.6743
C 2.8862 -2.9708 -1.5878
C 3.2261 -1.6121 -2.0725
C 2.1309 -0.5030 -1.9430
O 2.3502 0.6213 -1.5586
C 0.6892 -0.9932 -2.3126
C -0.2047 -0.1717 -3.0939
C -1.5338 -0.7383 -3.3953
I -2.9871 0.3410 -4.5616
C -1.8948 -2.0617 -2.9330
C -0.9604 -2.8811 -2.1500
C 0.3495 -2.3494 -1.8266
C 1.4346 -3.1409 -1.0253
O 1.1853 -3.8264 -0.0658
H 5.7939 -1.5418 -0.2445
H 6.8344 -0.6975 0.9600
H 4.9950 -0.7207 1.1478
H 6.2408 1.4960 0.2429
H 4.6128 1.0018 -0.4220
H 4.0649 0.8010 -3.1659
H 5.2483 -0.0627 -4.2499
H 6.5050 -2.1993 -3.2286
H 7.1177 -4.7710 -1.8391
H 5.6530 -5.9009 -2.0301
H 6.3157 -5.1050 -3.4835
H 3.5574 -5.0689 -1.2993
H 0.0962 0.8397 -3.4604
H -2.8845 -2.5081 -3.1680
H -1.2065 -3.9161 -1.8068
C -5.3044 2.5768 1.0596
C -6.3645 2.7582 -0.0332
C -5.8140 2.1276 -1.3169
S -4.6929 0.8309 -0.7948
O -3.3545 1.1897 -1.1974
O -5.2707 -0.4546 -1.1096
C -4.8539 1.1257 0.9585
H -5.6988 2.8051 2.0454
H -4.4640 3.2420 0.8704
H -7.2849 2.2462 0.2631
H -6.6103 3.8100 -0.1860
H -6.6063 1.6947 -1.9261
H -5.2450 2.8478 -1.9050
H -3.9036 0.9363 1.4538
H -5.6199 0.4479 1.3402
C -1.6102 1.4215 4.6300
C -1.4051 2.6103 5.5737
C -2.3100 3.7456 5.0860
S -3.6970 2.9630 4.2631
O -3.6532 3.3038 2.8593
O -4.8881 3.1445 5.0561
C -3.1186 1.2836 4.4597
H -1.1673 0.5078 5.0274
H -1.1422 1.6317 3.6640
H -1.6910 2.3221 6.5891
H -0.3614 2.9254 5.6050
H -2.6778 4.3518 5.9124
H -1.8014 4.3786 4.3588
H -3.4007 0.6904 3.5921
H -3.5810 0.8761 5.3600
*
```

Computed properties:
HOMO-LUMO gap	7.83	eV
SMILES	CCSCc1cc(C)cc2c1C(=O)c1cc(I)ccc1C2=O.O=S1(=O)CCCC1.O=S1(=O)CCCC1
DFT total energy	-2952.9280	hartree
HOMO energy	-8.4	eV

---

4.
Molecular formula: C26H31MoN6
Method: DFT, the ωB97M-V functional and the def2-TZVPD basis

```
! wB97M-V def2-TZVPD RIJCOSX def2/J DEFGRID3
* xyz 3 3
Mo -0.5137 -0.0571 0.7539
C -2.5179 -2.7533 -2.2151
C -1.5984 -2.0277 -1.2992
N -1.9682 -1.3106 -0.3020
C -3.3569 -1.2784 0.1740
C -3.2500 -1.1334 1.6799
N -2.3226 -0.0002 1.9724
C -1.7990 0.0335 3.3624
C -1.0135 1.3268 3.5000
N -0.2818 1.6037 2.2134
C 1.1575 1.9458 2.4210
C 1.9109 0.6547 2.6585
N 1.5120 -0.2521 1.5709
C 2.2939 -1.1705 1.1380
C 3.5883 -1.5412 1.7788
C 1.7971 -1.8707 -0.0819
C 2.5212 -2.7476 -0.8693
C 1.8967 -3.3162 -1.9739
C 0.5534 -3.0645 -2.2254
C -0.1197 -2.2027 -1.3782
N 0.5235 -1.5816 -0.3801
H -3.4194 -2.1710 -2.4003
H -2.8113 -3.7088 -1.7669
H -2.0422 -2.9663 -3.1689
H -3.8755 -2.2010 -0.0802
H -3.8924 -0.4508 -0.2904
H -2.8183 -2.0323 2.1205
H -4.2187 -0.9571 2.1467
H -2.8339 0.8662 1.8236
H -1.1639 -0.8470 3.5000
H -2.6066 -0.0346 4.0923
H -0.3026 1.2572 4.3193
H -1.6689 2.1686 3.7191
H -0.7190 2.3977 1.7525
H 1.2636 2.6378 3.2556
H 1.5130 2.4218 1.5106
H 1.6625 0.1920 3.6172
H 2.9856 0.8298 2.6438
H 3.4378 -1.6979 2.8489
H 4.3268 -0.7429 1.6715
H 4.0080 -2.4493 1.3584
H 3.5492 -2.9907 -0.6414
H 2.4491 -3.9924 -2.6147
H 0.0491 -3.5543 -3.0463
C 3.7749 1.0062 -2.0543
C 3.0947 1.3709 -3.2089
C 1.7400 1.6442 -3.1277
C 1.1031 1.5533 -1.8928
N 1.7378 1.1365 -0.7949
C 3.0458 0.8893 -0.8859
C -0.3097 1.9331 -1.6998
C -0.8542 2.8992 -2.5444
C -2.1556 3.3498 -2.4080
C -2.9442 2.8219 -1.3989
C -2.4087 1.8642 -0.5503
C -1.0849 1.3964 -0.6527
H 4.8406 0.8233 -2.0581
H 3.6130 1.4537 -4.1553
H 1.1934 1.9239 -4.0182
H 3.5559 0.6124 0.0328
H -0.2303 3.3401 -3.3122
H -2.5389 4.1108 -3.0745
H -3.9660 3.1535 -1.2626
H -3.0913 1.4859 0.1972
*
```

Computed properties:
HOMO-LUMO gap (spin up / spin down)	6.25 / 6.22	eV
DFT total energy	-1405.1929	hartree
HOMO energy (spin up / spin down)	-16.8 / -16.9	eV
energy relative to the best compared isomer or geometry (same formula, charge and spin)	18.7	kcal/mol